Record 1
{
  "formula": "C21H27N3O4S",
  "method": "wB97M-V/def2-TZVPD",
  "elements": ["C", "H", "H", "H", "C", "N", "S", "O", "O", "C", "C", "C", "C", "C", "C", "H", "N", "C", "O", "C", "N", "C", "C", "C", "C", "C", "C", "C", "C", "C", "H", "H", "H", "H", "H", "H", "H", "H", "H", "H", "H", "H", "H", "O", "H", "H", "H", "C", "C", "H", "H", "H", "H", "H", "H", "H"],
  "positions_angstrom": [[0.465661, 2.551502, -0.880961], [-0.168974, 3.406869, -0.665604], [-0.067532, 1.650625, -0.589370], [0.645599, 2.514758, -1.952409], [1.778939, 2.677189, -0.110509], [2.638042, 1.533182, -0.313420], [3.263868, 0.725771, 1.004273], [2.495864, 1.117805, 2.152634], [4.693949, 0.834534, 1.075371], [2.828105, -0.954497, 0.585657], [3.749337, -1.979457, 0.482606], [3.300376, -3.249775, 0.184912], [1.942794, -3.532148, -0.012415], [1.019231, -2.471782, 0.087245], [1.488627, -1.197864, 0.387693], [0.801981, -0.369808, 0.476012], [-0.369444, -2.558770, -0.100159], [-1.256490, -3.558744, -0.206157], [-1.006665, -4.754150, -0.259699], [-2.687724, -3.018883, -0.291542], [-2.729564, -1.639285, 0.144510], [-2.885301, -1.470837, 1.579927], [-2.331702, -0.103592, 1.975052], [-2.808163, 0.977733, 1.044256], [-2.612842, 2.312580, 1.380161], [-3.033168, 3.324473, 0.539000], [-3.658711, 3.010230, -0.656626], [-3.848352, 1.686383, -1.003035], [-3.424619, 0.663643, -0.163098], [-3.643828, -0.771833, -0.567274], [-4.700360, -1.041447, -0.375722], [-3.464445, -0.876861, -1.641365], [-4.330940, 1.436133, -1.937208], [-3.993750, 3.794691, -1.318356], [-2.876950, 4.356535, 0.815194], [-2.123599, 2.551818, 2.313070], [-1.237378, -0.128829, 1.957453], [-2.628538, 0.133281, 2.998674], [-3.945583, -1.546848, 1.872795], [-2.332987, -2.259226, 2.095710], [-2.989338, -3.087227, -1.340996], [-3.346240, -3.687067, 0.280643], [-0.852487, -1.655569, -0.050580], [1.621834, -4.796698, -0.293898], [0.635870, -4.929898, -0.320387], [3.987347, -4.076397, 0.097595], [4.794547, -1.769594, 0.640326], [3.442536, 1.446475, -1.510429], [4.604486, 2.436206, -1.557537], [5.233633, 2.290073, -0.684220], [4.243775, 3.461849, -1.568313], [5.193821, 2.267843, -2.455109], [2.787316, 1.583548, -2.376226], [3.833435, 0.425818, -1.535010], [2.287583, 3.605787, -0.394200], [1.577135, 2.709765, 0.961077]],
  "forces_ev_per_a": [[0.34, 0.05, 0.11], [-0.10, 0.09, -0.03], [-0.11, -0.11, 0.05], [-0.05, 0.00, -0.15], [-0.46, 0.25, 0.24], [0.41, -0.41, 0.94], [-0.35, -0.20, -0.30], [-0.21, 0.04, -0.07], [-0.01, -0.22, -0.23], [0.21, 0.54, 0.10], [0.06, 0.10, 0.03], [-0.24, -0.06, -0.01], [0.12, 0.28, 0.08], [0.54, -0.02, 0.11], [-0.05, -0.36, -0.03], [-0.24, 0.05, -0.04], [-0.20, 0.39, -0.02], [0.06, 0.31, 0.02], [-0.05, -0.36, -0.01], [-0.05, -0.05, 0.00], [-0.31, 0.00, -0.09], [0.17, 0.19, 0.26], [-0.08, -0.22, 0.03], [-0.01, -0.01, -0.03], [-0.04, 0.01, -0.07], [0.02, 0.06, 0.08], [-0.04, 0.03, -0.10], [0.00, -0.01, 0.04], [-0.01, 0.03, 0.01], [-0.15, 0.02, -0.16], [0.12, -0.05, -0.05], [-0.05, 0.00, 0.07], [-0.05, -0.02, -0.12], [-0.02, 0.07, -0.06], [0.02, 0.09, 0.03], [0.06, 0.04, 0.13], [0.01, -0.06, 0.06], [0.05, 0.00, 0.01], [0.05, -0.07, -0.03], [-0.05, 0.01, 0.00], [0.01, -0.01, 0.07], [0.11, 0.03, -0.05], [0.02, -0.30, -0.07], [-0.24, -0.22, -0.10], [0.19, 0.12, 0.04], [0.08, -0.08, -0.01], [0.16, -0.03, 0.01], [0.40, -0.05, -0.30], [-0.18, -0.14, 0.05], [0.09, 0.06, -0.02], [0.01, 0.13, -0.04], [0.07, 0.04, -0.11], [0.01, -0.13, 0.07], [-0.02, 0.01, -0.28], [0.03, -0.07, 0.08], [-0.05, 0.24, -0.13]],
  "nbo_charge": [-0.6098, 0.2181, 0.2028, 0.2008, -0.2247, -0.7021, 2.3363, -0.9480, -0.9441, -0.3896, -0.1673, -0.2614, 0.3316, 0.0486, -0.1318, 0.2130, -0.6142, 0.6833, -0.6420, -0.3007, -0.4679, -0.2177, -0.4309, -0.0188, -0.1914, -0.2099, -0.2116, -0.1928, -0.0329, -0.2303, 0.1809, 0.2110, 0.2086, 0.2155, 0.2161, 0.2140, 0.2177, 0.2262, 0.1785, 0.2134, 0.2316, 0.2144, 0.4362, -0.6754, 0.5094, 0.2314, 0.2416, -0.2175, -0.6323, 0.2382, 0.1991, 0.2125, 0.1988, 0.2117, 0.1832, 0.2405],
  "orbital_gap_ev": 8.9,
  "homo_energy_ev": -8.43,
  "total_energy_ha": -1679.8626,
  "lumo_ev": 0.514,
  "fmax_ha_per_bohr": 0.0215,
  "de_lowest_ev": 1.877
}



Record 2
{
  "formula": "C21H27N3O5",
  "method": "wB97M-V/def2-TZVPD",
  "elements": ["C", "H", "H", "H", "C", "N", "C", "O", "C", "C", "C", "O", "N", "C", "C", "C", "C", "C", "C", "H", "H", "O", "C", "C", "H", "O", "H", "H", "H", "H", "C", "H", "H", "H", "H", "H", "H", "C", "O", "N", "H", "C", "C", "H", "H", "C", "H", "H", "C", "H", "H", "C", "H", "H", "H", "H"],
  "positions_angstrom": [[5.664432, 0.865389, -0.764770], [5.484381, 0.997275, -1.829386], [6.128782, 1.772262, -0.388663], [6.340487, 0.028722, -0.606595], [4.346521, 0.632136, -0.047586], [3.790895, -0.661516, -0.422033], [2.903797, -1.313945, 0.353056], [2.576397, -0.917509, 1.455092], [2.322139, -2.571789, -0.290018], [1.673809, -3.467394, 0.759516], [0.230003, -2.991895, 0.829666], [-0.565577, -3.285227, 1.686598], [-0.003349, -2.206826, -0.265076], [-1.190000, -1.516195, -0.550353], [-2.077886, -1.185785, 0.466673], [-3.227803, -0.462928, 0.189807], [-3.490199, -0.033852, -1.114559], [-2.614568, -0.390244, -2.129639], [-1.480317, -1.128758, -1.858284], [-0.827829, -1.397197, -2.672954], [-2.840088, -0.072347, -3.134828], [-4.585207, 0.733096, -1.428865], [-5.210978, 1.297698, -0.298623], [-5.348832, 0.251198, 0.806243], [-5.844266, 0.665286, 1.685454], [-4.074809, -0.178906, 1.228773], [-5.925878, -0.602476, 0.424896], [-6.186350, 1.656207, -0.630850], [-4.615629, 2.141251, 0.077990], [-1.898612, -1.494142, 1.481871], [1.128134, -2.153299, -1.167335], [0.995596, -2.858842, -1.998305], [1.242208, -1.144072, -1.574661], [1.688833, -4.518974, 0.470708], [2.136047, -3.365967, 1.740497], [3.092274, -3.080683, -0.872238], [3.957698, -0.961792, -1.369826], [3.304148, 1.711482, -0.422186], [3.388981, 2.374113, -1.435295], [2.298276, 1.787554, 0.463096], [2.262117, 1.113430, 1.219824], [1.124397, 2.601434, 0.257665], [-0.132464, 1.758323, -0.026856], [-0.022850, 0.784292, 0.451370], [-0.268638, 1.591002, -1.094172], [-1.310951, 2.526962, 0.592797], [-2.064008, 2.771022, -0.155771], [-1.788079, 1.921769, 1.363237], [-0.706529, 3.796592, 1.208108], [-0.735575, 4.614111, 0.486226], [-1.237240, 4.113720, 2.104343], [0.743528, 3.421326, 1.491380], [0.804565, 2.787031, 2.377486], [1.387875, 4.287022, 1.633443], [1.348229, 3.261625, -0.585119], [4.481372, 0.619834, 1.039007]],
  "forces_ev_per_a": [[-0.23, -0.03, 0.11], [0.03, 0.04, -0.08], [0.06, 0.08, -0.04], [0.05, -0.06, 0.06], [0.05, 0.22, -0.06], [0.30, 0.19, -0.18], [0.08, -0.49, -0.47], [-0.18, 0.01, 0.43], [-0.11, 0.02, 0.23], [0.09, 0.10, 0.10], [0.34, -0.28, 0.13], [-0.18, -0.07, 0.24], [0.19, 0.20, -0.14], [-0.49, 0.11, -0.03], [-0.15, 0.06, 0.03], [0.02, -0.02, -0.19], [0.06, 0.04, 0.03], [-0.21, 0.10, 0.22], [0.09, -0.10, 0.08], [0.11, -0.03, -0.08], [-0.03, 0.06, -0.13], [0.20, -0.26, -0.23], [-0.15, -0.01, 0.56], [-0.36, 0.30, -0.39], [0.00, -0.02, -0.10], [0.43, -0.09, 0.00], [0.05, 0.07, 0.08], [0.07, -0.01, 0.09], [-0.08, -0.06, -0.06], [0.02, -0.03, 0.09], [0.09, -0.06, -0.28], [0.05, 0.13, 0.00], [-0.03, -0.08, -0.02], [-0.04, -0.01, -0.03], [-0.08, -0.04, -0.04], [-0.06, 0.06, -0.01], [-0.06, -0.12, 0.07], [0.31, -0.37, 0.47], [0.10, 0.20, -0.42], [-0.20, 0.13, 0.26], [0.16, -0.02, -0.14], [-0.12, 0.08, -0.01], [0.04, 0.07, -0.06], [0.03, -0.05, -0.03], [0.04, -0.10, -0.04], [-0.10, 0.03, -0.07], [-0.11, -0.05, 0.03], [-0.09, -0.02, -0.01], [0.04, -0.03, 0.14], [-0.01, 0.07, 0.00], [-0.04, 0.10, -0.01], [-0.05, 0.13, -0.26], [0.03, -0.05, 0.11], [0.09, -0.01, 0.07], [-0.06, -0.05, 0.13], [-0.02, -0.01, -0.16]],
  "nbo_charge": [-0.6135, 0.2273, 0.2290, 0.2120, -0.1391, -0.6027, 0.6967, -0.6482, -0.3091, -0.5002, 0.7021, -0.5930, -0.4638, 0.2247, -0.3086, 0.3014, 0.1933, -0.2310, -0.2727, 0.2137, 0.2279, -0.4856, -0.0958, -0.0973, 0.2023, -0.4942, 0.1801, 0.2012, 0.1788, 0.2644, -0.1981, 0.1949, 0.2152, 0.2362, 0.2591, 0.2260, 0.4014, 0.6683, -0.6377, -0.6170, 0.4256, -0.0497, -0.4157, 0.2079, 0.2172, -0.4124, 0.2059, 0.2088, -0.4009, 0.1973, 0.2108, -0.4052, 0.1953, 0.2149, 0.2258, 0.2257],
  "orbital_gap_ev": 8.5,
  "homo_energy_ev": -7.99,
  "total_energy_ha": -1356.9663,
  "lumo_ev": 0.514,
  "fmax_ha_per_bohr": 0.0133,
  "de_lowest_ev": 1.387
}